Entry from the OMol25 dataset: a 12-piece molecular cluster, C35H78F12N12O29S12 overall (ωB97M-V/def2-TZVPD).

Each line ends with the Mulliken charge.
Element x y z (Å)
C 11.27 0.59 0.45  -1.0956
C 11.42 2.06 0.53  0.5347
O 10.72 2.78 1.25  -0.4399
N 12.48 2.57 -0.39  -0.1499
H 13.17 3.09 0.13  0.3725
H 13.07 1.80 -0.67  0.3906
C 11.96 3.35 -1.60  -0.7920
H 11.99 0.03 1.05  0.3396
H 11.22 0.22 -0.57  0.3928
H 10.37 0.28 0.98  0.3715
H 11.53 4.27 -1.20  0.3283
H 11.28 2.70 -2.14  0.3990
H 12.84 3.59 -2.20  0.3471
C 3.55 -7.77 -5.70  -1.0302
C 3.21 -8.58 -6.90  0.6346
O 4.03 -9.26 -7.52  -0.4302
N 1.73 -8.68 -7.29  -0.1284
H 1.21 -9.29 -6.68  0.3645
H 1.38 -7.74 -7.16  0.3144
C 1.48 -8.83 -8.78  -0.7777
H 4.35 -8.25 -5.14  0.3334
H 2.72 -7.69 -5.00  0.3716
H 3.84 -6.77 -6.01  0.3086
H 2.10 -8.08 -9.28  0.3302
H 0.43 -8.84 -9.06  0.3588
H 1.77 -9.81 -9.17  0.3461
C -3.30 -5.98 10.27  -1.0315
C -2.27 -5.12 9.53  0.5597
O -2.02 -3.92 9.74  -0.4339
N -1.57 -5.78 8.35  -0.1488
H -1.20 -6.58 8.84  0.3939
H -2.18 -6.13 7.63  0.3504
C -0.36 -5.03 7.77  -0.7800
H -3.80 -6.67 9.59  0.3951
H -3.95 -5.29 10.80  0.3062
H -2.75 -6.53 11.03  0.3489
H 0.27 -4.79 8.62  0.3589
H -0.58 -4.08 7.29  0.3177
H 0.13 -5.73 7.08  0.3597
C 2.28 2.69 0.15  -1.5740
C 2.88 1.33 0.64  0.9735
C 2.25 0.94 2.06  -1.0697
C 0.76 0.64 1.93  -0.6544
C 0.42 -0.59 1.05  -0.9730
C 1.11 -0.52 -0.33  1.0979
N 2.45 0.16 -0.37  0.7681
O 2.99 0.21 -1.63  -0.2520
C 0.19 0.39 -1.22  -1.5064
C 1.36 -1.96 -0.92  -1.7370
C 4.44 1.37 0.83  -1.6698
H 2.57 3.43 0.91  0.5067
H 1.19 2.74 0.19  0.3728
H 2.72 3.02 -0.79  0.3585
H 2.34 1.88 2.60  0.5227
H 2.81 0.08 2.44  0.4167
H 0.32 1.58 1.58  0.3526
H 0.46 0.54 2.97  0.3781
H -0.66 -0.66 0.94  0.4736
H 0.73 -1.49 1.58  0.4221
H -0.76 -0.13 -1.32  0.4697
H 0.61 0.47 -2.23  0.4529
H 0.08 1.42 -0.90  0.2687
H 1.78 -1.91 -1.92  0.4596
H 0.44 -2.51 -1.13  0.4275
H 1.91 -2.68 -0.32  0.4290
H 4.82 2.25 1.35  0.3974
H 5.04 1.32 -0.08  0.4521
H 4.85 0.49 1.34  0.4345
C -0.93 6.36 -7.89  -1.5610
C -1.75 5.87 -6.65  1.3271
C -0.95 6.09 -5.38  -1.3284
C -0.59 7.60 -5.16  -0.6788
C -1.92 8.37 -5.02  -1.1856
C -2.88 8.22 -6.15  1.3630
N -3.03 6.70 -6.53  0.7035
O -4.09 6.32 -7.31  -0.2357
C -2.47 9.15 -7.34  -1.5539
C -4.26 8.68 -5.58  -1.7345
C -2.18 4.34 -6.72  -1.6531
H -1.54 6.39 -8.79  0.3775
H -0.11 5.66 -8.05  0.4203
H -0.36 7.29 -7.82  0.3361
H 0.02 5.61 -5.45  0.4082
H -1.42 5.55 -4.55  0.4733
H 0.15 7.92 -5.90  0.3439
H 0.02 7.70 -4.27  0.4599
H -1.68 9.38 -4.70  0.4970
H -2.40 7.86 -4.19  0.4600
H -1.41 9.05 -7.59  0.2935
H -2.67 10.19 -7.07  0.4125
H -3.11 8.93 -8.19  0.4448
H -4.14 9.58 -4.97  0.4102
H -4.71 7.94 -4.93  0.5125
H -4.99 8.90 -6.37  0.3992
H -1.28 3.72 -6.79  0.4262
H -2.61 4.18 -7.71  0.4321
H -2.90 3.88 -6.06  0.4273
C -7.34 -1.03 10.69  -1.3392
C -6.92 -0.70 9.29  -0.0783
C -7.64 -1.74 8.36  -0.9439
N -7.41 -1.56 6.81  0.2005
C -5.97 -1.18 6.45  -1.0234
C -7.72 -2.87 6.09  -0.7205
C -8.16 -2.45 4.67  -0.5688
C -8.39 -0.91 4.68  -0.5743
C -8.42 -0.59 6.16  -0.6080
H -6.99 -0.35 11.45  0.3841
H -7.00 -2.01 11.02  0.3091
H -8.43 -1.07 10.81  0.3540
H -5.86 -0.74 9.07  0.3732
H -7.24 0.31 9.04  0.2981
H -8.69 -1.95 8.51  0.4030
H -7.13 -2.69 8.53  0.4504
H -5.87 -0.10 6.58  0.3832
H -5.72 -1.42 5.42  0.4182
H -5.25 -1.62 7.13  0.3192
H -6.90 -3.59 6.13  0.4342
H -8.64 -3.20 6.56  0.3603
H -7.34 -2.64 3.97  0.2967
H -9.07 -2.99 4.39  0.3701
H -7.57 -0.34 4.24  0.3378
H -9.32 -0.59 4.21  0.3993
H -8.09 0.41 6.42  0.3861
H -9.37 -0.91 6.61  0.3781
N -3.73 -7.33 4.40  -0.1148
S -4.98 -8.40 4.04  0.9879
O -4.72 -9.77 3.55  -0.5584
O -6.24 -7.86 3.68  -0.5522
F -5.23 -8.89 5.53  -0.3090
S -3.45 -7.04 2.93  0.9992
O -4.09 -5.82 2.43  -0.5959
O -3.18 -8.11 2.02  -0.5186
F -1.93 -6.54 3.27  -0.3336
N 3.04 7.76 6.57  -0.2809
S 4.11 7.04 5.47  1.0972
O 4.30 7.72 4.22  -0.5606
O 4.20 5.57 5.46  -0.5911
F 5.43 7.41 6.24  -0.2617
S 1.86 7.53 5.69  1.0864
O 1.40 6.15 5.63  -0.6013
O 1.73 8.34 4.47  -0.5944
F 0.85 8.23 6.70  -0.2935
N 7.74 -5.21 1.50  -0.2502
S 6.88 -4.76 0.42  1.0071
O 6.73 -3.31 0.13  -0.5381
O 5.81 -5.67 0.14  -0.6142
F 7.78 -5.21 -0.83  -0.3136
S 6.81 -4.50 2.78  1.1017
O 5.37 -4.71 2.83  -0.5447
O 7.26 -3.14 3.16  -0.5663
F 7.29 -5.44 4.03  -0.2801
N -5.72 4.10 -2.44  -0.1344
S -5.90 3.91 -0.98  0.9984
O -5.89 2.53 -0.45  -0.6069
O -6.59 4.97 -0.24  -0.6056
F -4.44 4.35 -0.59  -0.3065
S -7.32 3.72 -2.77  1.1052
O -8.24 4.85 -2.76  -0.5635
O -7.84 2.40 -2.46  -0.5509
F -7.18 3.47 -4.41  -0.3328
N -0.61 -4.69 -6.99  -0.2427
S -0.12 -3.37 -7.63  1.0838
O 0.30 -2.34 -6.69  -0.5701
O -0.68 -3.07 -8.92  -0.5619
F 1.28 -4.09 -8.09  -0.3254
S -2.25 -4.34 -7.00  1.0332
O -3.11 -5.36 -7.55  -0.6089
O -2.73 -2.96 -7.20  -0.5171
F -2.35 -4.64 -5.38  -0.2868
N 8.06 1.98 -6.56  -0.1808
S 7.71 0.79 -5.76  1.0227
O 6.64 -0.07 -6.25  -0.5907
O 8.10 0.73 -4.32  -0.5384
F 9.00 -0.11 -6.32  -0.3802
S 7.04 3.01 -5.71  1.0623
O 7.47 3.52 -4.40  -0.5523
O 5.60 2.88 -5.94  -0.5635
F 7.47 4.21 -6.68  -0.2778

ΔE to the lowest compared entry with this formula, charge and spin: 1552.6 kJ/mol
M: 1743.84 g/mol
LUMO energy: -5.02 eV
HOMO-LUMO gap: 2.84 eV
maximum force: 0.2371 hartree/bohr
HOMO: -0.289 Ha